{
  "formula": "C6H7LiO6Sm",
  "method": "ωB97M-V/def2-TZVPD",
  "gap_ev": [7.4, 6.8],
  "mol_weight_g_mol": 332.42,
  "fmax_ha_per_bohr": 0.0302,
  "total_charge": 1,
  "de_lowest_kj_mol": 0.0,
  "spin_multiplicity": 8,
  "e_tot_ha": -1349.6394,
  "species": ["Sm", "O", "O", "C", "C", "O", "C", "H", "H", "H", "H", "Li", "O", "O", "C", "C", "O", "C", "H", "H", "H"],
  "coordinates": [[-1.326, 3.176, 0.924], [0.425, 1.457, 1.443], [-0.314, -0.537, 2.227], [0.934, -1.202, 1.945], [0.823, -2.015, 0.663], [-1.683, 1.167, 1.948], [-0.511, 0.709, 1.876], [1.742, -0.464, 1.890], [1.106, -1.864, 2.799], [-0.023, -2.708, 0.721], [1.749, -2.603, 0.570], [1.292, 1.444, -0.331], [1.626, -0.302, -0.784], [-0.322, -1.256, -1.291], [-0.754, 0.693, -2.924], [-1.298, 1.273, -1.764], [-0.630, 2.043, -0.984], [0.708, -1.132, -0.575], [0.149, 1.118, -3.360], [-1.403, 0.084, -3.549], [-2.288, 0.920, -1.444]],
  "lowdin_spin": [6.035, -0.004, 0.000, 0.003, 0.016, -0.015, -0.001, 0.000, 0.001, 0.000, 0.000, -0.001, 0.005, 0.252, 0.358, 0.182, 0.128, 0.014, 0.011, 0.010, 0.005]
}